(1)
Molecular formula: C2H4NP
Method: DFT, wB97M-V/def2-TZVPD

* max |F|: 3.97 eV/Å
* relative energy (zero: lowest compared OMol25 entry of this formula, charge and spin): 3.8079 eV
* Kohn-Sham gap: 9.985 eV
* E_LUMO: 0.621 eV

Structure (ORCA input):
```
! wB97M-V def2-TZVPD RIJCOSX def2/J DEFGRID3
* xyz 0 1
C -0.555 0.481 -1.556
C 0.377 -0.734 -1.043
N -0.035 0.398 -0.336
P -0.056 0.614 1.350
H 1.467 -1.255 -1.340
H -0.269 -1.605 -0.791
H -1.290 -0.044 1.505
H -0.280 1.995 1.297
*
```

(2)
Molecular formula: C28H62F4N2O11PS
Method: DFT, wB97M-V/def2-TZVPD

* max |F|: 0.95 eV/Å
* Kohn-Sham gap: 7.134 eV
* E_LUMO: -3.361 eV

Structure (ORCA input):
```
! wB97M-V def2-TZVPD RIJCOSX def2/J DEFGRID3
* xyz 1 1
C -4.928 -4.757 -0.810
C -4.218 -4.354 0.496
P -3.206 -2.812 0.307
C -3.485 -1.942 1.887
C -1.512 -3.495 0.512
C -0.414 -3.328 1.340
S -0.309 -2.293 2.726
N 0.627 -4.056 0.810
C 0.250 -4.705 -0.295
C 1.052 -5.590 -1.194
O 1.945 -4.825 -1.988
C 1.457 -4.418 -3.202
F 0.308 -3.714 -3.042
F 1.172 -5.463 -3.998
F 2.378 -3.645 -3.774
N -1.022 -4.349 -0.447
F -1.752 -4.778 -1.477
H -4.350 -5.480 -1.383
H -5.109 -3.887 -1.444
H -5.897 -5.205 -0.586
H -3.598 -5.168 0.874
H -4.965 -4.109 1.253
H -4.459 -1.463 1.774
H -3.475 -2.586 2.764
H -2.746 -1.145 1.994
H 0.376 -3.062 3.584
H 1.568 -4.078 1.178
H 1.672 -6.252 -0.588
H 0.386 -6.208 -1.799
C 1.974 2.318 -2.683
O 1.056 1.318 -3.098
C 1.583 0.007 -3.063
C 1.105 -0.746 -1.842
O 1.614 -0.204 -0.639
C 0.710 0.648 0.042
H 1.415 3.247 -2.586
H 2.431 2.075 -1.721
H 2.761 2.458 -3.430
H 2.677 0.027 -3.082
H 1.238 -0.518 -3.960
H 1.463 -1.779 -1.896
H 0.008 -0.761 -1.828
H -0.090 0.063 0.514
H 0.265 1.397 -0.613
H 1.277 1.164 0.816
C 5.669 4.225 1.257
O 4.706 3.257 0.876
C 5.185 1.926 0.920
C 4.709 1.196 2.156
O 5.255 1.732 3.346
C 4.371 2.587 4.046
H 5.149 5.175 1.357
H 6.138 3.971 2.211
H 6.445 4.326 0.492
H 6.279 1.905 0.874
H 4.798 1.407 0.037
H 5.027 0.150 2.092
H 3.614 1.215 2.194
H 3.563 2.014 4.515
H 3.937 3.344 3.390
H 4.948 3.079 4.826
C -3.115 1.967 0.847
O -1.893 2.652 0.669
C -1.857 3.439 -0.515
C -2.097 4.903 -0.227
O -3.407 5.130 0.257
C -3.479 5.325 1.659
H -3.114 1.561 1.859
H -3.973 2.634 0.736
H -3.211 1.141 0.129
H -2.598 3.077 -1.234
H -0.866 3.320 -0.965
H -1.981 5.466 -1.158
H -1.353 5.271 0.487
H -3.068 6.302 1.935
H -2.936 4.546 2.201
H -4.529 5.295 1.944
C 4.944 -5.857 -3.871
O 6.246 -5.729 -3.341
C 7.040 -6.897 -3.492
C 7.999 -6.784 -4.656
O 7.314 -6.715 -5.894
C 7.236 -5.408 -6.433
H 4.502 -4.864 -3.879
H 4.957 -6.249 -4.891
H 4.332 -6.521 -3.245
H 6.401 -7.775 -3.627
H 7.612 -7.030 -2.569
H 8.634 -7.674 -4.675
H 8.644 -5.910 -4.524
H 8.212 -5.078 -6.801
H 6.871 -4.688 -5.696
H 6.541 -5.446 -7.270
C -6.797 7.355 2.623
O -6.539 6.084 3.194
C -6.386 6.114 4.603
C -7.632 5.641 5.319
O -8.722 6.520 5.117
C -9.650 6.071 4.148
H -7.078 7.192 1.584
H -7.612 7.868 3.138
H -5.902 7.985 2.652
H -6.128 7.124 4.938
H -5.555 5.450 4.862
H -7.429 5.606 6.394
H -7.888 4.629 4.988
H -10.230 5.221 4.526
H -9.154 5.780 3.219
H -10.330 6.896 3.945
*
```

no.,E_tot (eV)
1,-12912.72120
2,-86523.63239